1.
A cluster of 2 separate species, C6H10O in total, computed with wB97M-V/def2-TZVPD.

The calculation puts the energy above the lowest of the compared OMol25 structures with the same formula, charge and spin at 143.7 kJ/mol. Its total charge is 0. The LUMO energy is 0.033 Eh. As for the molar mass: 98.14 g/mol. As for the SMILES: C=CC=C.CC=O. Its spin multiplicity is 1.

Each atom is followed by the atoms it is bonded to, with distances in Å.
Geometry (Å):
1 C -1.916 -1.171 0.418  C2 1.336, H5 1.087, H6 1.089
2 C -1.304 -1.470 -0.732  C1 1.336, C3 1.479, H7 1.093
3 C -0.431 -0.537 -1.476  C2 1.479, C4 1.339, H8 1.094
4 C -0.600 0.790 -1.530  C3 1.339, H9 1.093, H10 1.092
5 H -2.555 -1.891 0.923  C1 1.087
6 H -1.765 -0.215 0.918  C1 1.089
7 H -1.422 -2.467 -1.162  C2 1.093
8 H 0.397 -0.988 -2.030  C3 1.094
9 H -1.443 1.274 -1.031  C4 1.093
10 H 0.082 1.431 -2.093  C4 1.092
11 C 1.766 1.352 0.969  C12 1.513, H14 1.100, H15 1.096, H16 1.098
12 C 1.281 -0.046 1.281  C11 1.513, O13 1.210, H17 1.114
13 O 0.523 -0.303 2.188  C12 1.210
14 H 2.679 1.545 1.552  C11 1.100
15 H 1.006 2.085 1.265  C11 1.096
16 H 2.006 1.466 -0.097  C11 1.098
17 H 1.695 -0.856 0.637  C12 1.114

---

2.
A cluster of 8 separate species, C37H62F3IN8O7P in total, computed with wB97M-V/def2-TZVPD.

Its total charge is -1. The LUMO energy is 0.073 Eh. As for the molar mass: 945.82 g/mol. Its spin multiplicity is 1.

Each atom is followed by the atoms it is bonded to, with distances in Å.
Geometry (Å):
1 C 6.035 0.951 -0.894  C2 1.653, H37 1.194, H38 1.173, H39 1.182
2 C 5.814 -0.666 -1.157  C1 1.653, C3 1.673, H40 1.190, H41 1.170
3 C 4.548 -0.980 -2.203  C2 1.673, O4 1.495, H42 1.183, H43 1.174
4 O 3.363 -1.165 -1.310  C3 1.495, C5 1.500
5 C 2.162 -1.332 -2.193  O4 1.500, P6 1.941, H44 1.194, H45 1.194
6 P 0.847 0.068 -1.916  C5 1.941, C7 1.915, N13 1.794, O16 1.778, O36 1.740, H46 1.453
7 C 1.674 0.877 -0.390  P6 1.915, O8 1.499, H47 1.194, H48 1.194
8 O 1.600 0.036 0.849  C7 1.499, C9 1.490
9 C 2.560 0.558 1.862  O8 1.490, F10 1.489, F11 1.511, F12 1.510
10 F 2.639 2.045 1.894  C9 1.489
11 F 3.900 -0.094 1.613  C9 1.511
12 F 2.073 0.072 3.206  C9 1.510
13 N -0.034 -0.196 -3.456  P6 1.794, C14 1.371
14 C -0.123 -1.525 -3.780  N13 1.371, O15 1.344
15 O -0.208 -2.804 -4.184  C14 1.344
16 O -0.221 1.485 -1.816  P6 1.778, C17 1.501
17 C -1.471 1.166 -1.048  O16 1.501, C18 1.640, C22 1.640, H49 1.193
18 C -2.612 1.842 -2.013  C17 1.640, I19 2.202, C20 1.672, H50 1.194
19 I -4.634 1.892 -1.143  C18 2.202
20 C -2.262 3.423 -2.431  C18 1.672, C21 1.640, H51 1.181, H52 1.194
21 C -2.268 4.449 -1.152  C20 1.640, H53 1.194, H54 1.194, H55 1.174
22 C -1.564 -0.417 -0.632  C17 1.640, C23 1.666, C32 1.647, O36 1.501
23 C -2.667 -1.270 -1.544  C22 1.666, C24 1.637, H56 1.187, H57 1.194
24 C -2.369 -2.877 -1.620  C23 1.637, C25 1.639, H58 1.170, H59 1.194
25 C -3.295 -3.813 -0.644  C24 1.639, C26 1.662, H60 1.171, H61 1.194
26 C -3.149 -5.384 -1.167  C25 1.662, C27 1.654, H62 1.191, H63 1.191
27 C -1.752 -6.111 -0.664  C26 1.654, O28 1.481, H64 1.183, H65 1.194
28 O -1.822 -6.647 0.715  C27 1.481, C29 1.471
29 C -0.852 -5.994 1.608  O28 1.471, C30 1.641, O31 1.359
30 C 0.780 -6.165 1.577  C29 1.641, H66 1.192, H67 1.191, H68 1.184
31 O -1.347 -5.132 2.534  C29 1.359
32 C -2.017 -0.845 0.893  C22 1.647, C33 1.673, C34 1.639, H69 1.194
33 C -0.971 -1.946 1.594  C32 1.673, H70 1.194, H71 1.176, H72 1.170
34 C -2.322 0.410 1.902  C32 1.639, C35 1.638, H73 1.193, H74 1.190
35 C -0.999 1.185 2.477  C34 1.638, H75 1.170, H76 1.194, H77 1.178
36 O -0.165 -0.898 -0.882  P6 1.740, C22 1.501
37 H 6.801 1.308 -1.737  C1 1.194
38 H 6.418 1.210 0.184  C1 1.173
39 H 5.060 1.596 -1.069  C1 1.182
40 H 5.517 -1.203 -0.137  C2 1.190
41 H 6.824 -1.113 -1.544  C2 1.170
42 H 4.328 -0.038 -2.884  C3 1.183
43 H 4.823 -1.949 -2.806  C3 1.174
44 H 2.612 -1.316 -3.299  C5 1.194
45 H 1.738 -2.411 -1.905  C5 1.194
46 H 1.724 0.872 -2.751  P6 1.453
47 H 1.061 1.863 -0.110  C7 1.194
48 H 2.782 1.272 -0.593  C7 1.194
49 H -1.382 1.988 -0.187  C17 1.193
50 H -2.690 1.275 -3.061  C18 1.194
51 H -1.278 3.510 -3.078  C20 1.181
52 H -3.142 3.784 -3.151  C20 1.194
53 H -1.147 4.828 -0.992  C21 1.194
54 H -2.538 3.892 -0.131  C21 1.194
55 H -2.915 5.418 -1.295  C21 1.174
56 H -3.787 -1.058 -1.212  C23 1.187
57 H -2.605 -0.869 -2.667  C23 1.194
58 H -1.256 -3.194 -1.449  C24 1.170
59 H -2.629 -3.209 -2.737  C24 1.194
60 H -4.404 -3.460 -0.520  C25 1.171
61 H -2.766 -3.800 0.426  C25 1.194
62 H -4.046 -6.059 -0.771  C26 1.191
63 H -3.107 -5.412 -2.358  C26 1.191
64 H -0.809 -5.398 -0.699  C27 1.183
65 H -1.458 -7.043 -1.350  C27 1.194
66 H 1.242 -6.198 2.674  C30 1.192
67 H 1.345 -5.263 1.042  C30 1.191
68 H 1.085 -7.192 1.074  C30 1.184
69 H -3.046 -1.444 0.804  C32 1.194
70 H -1.636 -2.494 2.419  C33 1.194
71 H -0.638 -2.792 0.849  C33 1.176
72 H -0.095 -1.436 2.179  C33 1.170
73 H -2.948 -0.018 2.821  C34 1.193
74 H -3.029 1.233 1.413  C34 1.190
75 H -0.288 1.639 1.666  C35 1.170
76 H -1.406 2.115 3.106  C35 1.194
77 H -0.461 0.492 3.264  C35 1.178
78 C 3.018 1.449 -6.328  C79 1.520, H81 1.094, H82 1.093, H83 1.094
79 C 3.729 1.524 -4.987  C78 1.520, N80 1.261
80 N 4.318 1.586 -3.873  C79 1.261
81 H 2.925 0.406 -6.643  C78 1.094
82 H 2.020 1.887 -6.246  C78 1.093
83 H 3.588 1.999 -7.083  C78 1.094
84 C 4.343 4.517 -1.839  C85 1.520, H87 1.094, H88 1.093, H89 1.094
85 C 4.697 5.931 -2.268  C84 1.520, N86 1.261
86 N 4.991 7.105 -2.623  C85 1.261
87 H 5.125 3.823 -2.161  C84 1.094
88 H 4.250 4.469 -0.751  C84 1.093
89 H 3.393 4.217 -2.291  C84 1.094
90 C -1.596 8.095 0.911  C91 1.520, H93 1.094, H94 1.093, H95 1.094
91 C -0.558 7.283 0.154  C90 1.520, N92 1.261
92 N 0.304 6.610 -0.474  C91 1.261
93 H -2.445 8.316 0.258  C90 1.094
94 H -1.951 7.530 1.778  C90 1.093
95 H -1.157 9.035 1.254  C90 1.094
96 C -1.339 -10.083 0.218  C97 1.520, H99 1.094, H100 1.093, H101 1.094
97 C -0.178 -9.453 -0.533  C96 1.520, N98 1.261
98 N 0.786 -8.930 -1.157  C97 1.261
99 H -1.722 -10.942 -0.341  C96 1.094
100 H -1.007 -10.419 1.204  C96 1.093
101 H -2.143 -9.352 0.342  C96 1.094
102 C -5.839 1.700 4.842  C103 1.520, H105 1.094, H106 1.093, H107 1.094
103 C -4.678 2.330 4.091  C102 1.520, N104 1.261
104 N -3.714 2.853 3.468  C103 1.261
105 H -6.222 0.841 4.284  C102 1.094
106 H -5.507 1.364 5.829  C102 1.093
107 H -6.643 2.431 4.967  C102 1.094
108 C -2.373 -0.965 6.617  C109 1.520, H111 1.094, H112 1.093, H113 1.094
109 C -3.147 -1.452 5.403  C108 1.520, N110 1.261
110 N -3.789 -1.856 4.396  C109 1.261
111 H -1.309 -1.185 6.494  C108 1.094
112 H -2.502 0.114 6.733  C108 1.093
113 H -2.738 -1.466 7.518  C108 1.094
114 C 3.301 6.515 2.086  C115 1.520, H117 1.094, H118 1.093, H119 1.094
115 C 2.601 7.219 3.237  C114 1.520, N116 1.261
116 N 2.021 7.803 4.192  C115 1.261
117 H 2.743 6.671 1.158  C114 1.094
118 H 4.312 6.913 1.964  C114 1.093
119 H 3.363 5.442 2.287  C114 1.094

---

no.,HOMO energy (eV),gap between HOMO and LUMO (eV),E (Ha)
1,-9.08,10.0,-309.78766
2,-5.66,7.7,-3349.70364